{"formula": "C5H16NO", "method": "ωB97M-V/def2-TZVPD", "species": ["C", "C", "C", "C", "C", "N", "H", "H", "H", "H", "H", "H", "H", "H", "H", "H", "H", "H", "H", "H", "H", "H", "O"], "coordinates": [[1.087, 0.827, 0.896], [0.360, -0.485, 0.676], [0.315, -1.046, -0.736], [1.700, -1.317, -1.296], [-0.530, -0.180, -1.683], [-1.028, -0.454, 1.292], [2.062, 0.711, 0.418], [0.647, 1.594, 0.322], [1.190, 1.022, 1.956], [0.862, -1.255, 1.269], [-0.177, -2.015, -0.655], [1.792, -2.200, -1.927], [2.116, -0.493, -1.867], [2.411, -1.555, -0.491], [0.108, 0.502, -2.250], [-1.310, -0.536, -2.326], [-1.057, 0.614, -1.119], [-1.813, -0.665, 0.684], [-1.107, -1.106, 2.054], [-1.226, 0.438, 1.758], [-1.387, 2.692, 1.155], [-2.869, 2.771, 0.936], [-2.148, 2.135, 0.932]], "atomic_forces_ev_per_a": [[0.371, -1.324, -0.448], [0.785, -0.821, 0.389], [-1.032, -0.388, -1.128], [1.115, -0.452, 0.561], [0.178, 2.580, 0.897], [-0.266, 0.476, 0.822], [0.179, -0.058, 0.455], [-0.819, 1.220, -0.269], [0.097, 0.394, 0.052], [0.112, 0.146, 0.004], [-0.107, -0.214, 0.156], [-0.597, 0.056, -0.188], [-0.065, 0.275, 0.050], [-0.095, 0.228, -0.018], [0.173, -0.493, -0.419], [0.044, -1.069, -0.353], [-0.160, -0.406, 0.243], [0.008, 0.258, -0.585], [0.194, -0.745, 0.319], [-0.232, 0.273, -0.623], [-0.093, -0.057, -0.139], [-0.398, -0.045, -0.037], [0.607, 0.166, 0.260]], "homo_lumo_gap_ev": 12.18, "homo_ev": -15.37, "e_above_lowest_kcal_mol": 17.1, "charge": 1}